Entry 1:
48
Properties=species:S:1:pos:R:3 method="wB97M-V/def2-TZVPD" homo_ev=-9.247 smiles=Fc1ccccc1.CCCC#N.CCCC#N.CCCC#N de_lowest_kj_mol=130.0 e_lumo_ev=0.498 charge=0 mol_weight_g_mol=303.4 homo_lumo_gap_ha=0.3581
F -2.1566 1.1031 -0.0676
C -1.3357 0.1121 0.0894
C 0.0237 0.3045 -0.2199
C 0.9236 -0.7545 -0.0408
C 0.4377 -2.0579 0.2092
C -0.8895 -2.2769 0.5101
C -1.7565 -1.1570 0.5242
H 0.4394 1.2063 -0.6445
H 1.9582 -0.5858 -0.3008
H 1.0898 -2.9055 0.0589
H -1.2181 -3.3002 0.6158
H -2.7986 -1.2246 0.7996
C -0.4857 3.4825 -3.4245
C -1.4143 3.1979 -2.1759
C -2.5267 4.3071 -2.0028
C -2.0622 5.4615 -1.2154
N -1.6387 6.3939 -0.6279
H 0.1242 2.6835 -3.8459
H 0.1655 4.3466 -3.2926
H -1.0729 3.5593 -4.3396
H -0.6659 3.2654 -1.3864
H -1.7265 2.1554 -2.2367
H -3.3909 3.8781 -1.4956
H -2.8221 4.5890 -3.0134
C 1.6978 -7.8445 -1.6508
C 2.4556 -6.4859 -1.6899
C 2.8565 -5.7062 -0.3943
C 1.8380 -5.5117 0.6693
N 1.0568 -5.3699 1.5188
H 0.6427 -7.7232 -1.4055
H 2.2229 -8.5692 -1.0285
H 1.7296 -8.3944 -2.5914
H 1.9072 -5.7807 -2.3144
H 3.4004 -6.6094 -2.2193
H 3.2260 -4.7607 -0.7912
H 3.7155 -6.2783 -0.0437
C -1.2387 2.5911 2.8419
C 0.0940 2.9684 3.3776
C 0.3011 4.4003 3.9953
C -0.0920 5.4202 3.0018
N -0.4075 6.2024 2.1635
H -1.3716 3.0482 1.8614
H -2.1198 2.9580 3.3685
H -1.2362 1.5026 2.8995
H 0.9221 2.6792 2.7305
H 0.2136 2.2309 4.1712
H 1.3388 4.6577 4.2075
H -0.3541 4.5915 4.8451

=====

Entry 2:
52
Properties=species:S:1:pos:R:3 method="wB97M-V/def2-TZVPD" homo_ev=-4.613 e_lumo_ev=0.509 charge=-1 mol_weight_g_mol=420.1 homo_lumo_gap_ha=0.1882
C -1.6817 -5.6660 -0.4539
C -0.5227 -6.4987 -1.2732
C -1.0556 -6.5621 -2.8573
C 0.9527 -5.7832 -1.2943
Ga 2.0072 -5.9233 0.4921
C 1.5099 -4.4900 1.8983
C 1.1693 -3.0086 1.2701
O 2.3459 -2.1251 1.3402
H -1.3151 -5.1588 0.5360
H -2.4980 -6.4738 -0.1285
H -2.2563 -4.8676 -1.1296
H -0.5159 -7.6040 -0.8291
H -1.7230 -5.6131 -3.1333
H -1.6196 -7.5587 -3.1085
H -0.0969 -6.4890 -3.5457
H 1.6010 -6.3826 -2.0968
H 0.9112 -4.6685 -1.7161
H 1.6133 -7.3560 1.1435
H 3.6171 -6.0002 0.2490
H 0.5951 -4.8145 2.5523
H 2.4333 -4.3360 2.6345
H 0.7682 -3.0511 0.1546
H 0.3128 -2.5084 1.9161
H 2.3431 -1.4889 0.5476
C 3.2652 1.3053 -0.3410
C 2.1923 1.9110 0.3150
C 1.4058 2.8525 -0.3516
C 1.7012 3.1780 -1.6826
C 2.7823 2.5772 -2.3411
C 3.5634 1.6392 -1.6632
N 0.8626 4.1481 -2.3970
O -0.0730 4.6719 -1.7740
O 1.1353 4.3846 -3.5826
H 3.8721 0.5676 0.1812
H 1.9670 1.6467 1.3460
H 0.5732 3.3155 0.1735
H 3.0258 2.8242 -3.3723
H 4.4030 1.1649 -2.1666
C -4.1396 7.3932 0.8981
C -4.4818 6.6496 2.0286
C -3.5263 5.8453 2.6528
C -2.2240 5.7965 2.1367
C -1.8798 6.5361 0.9974
C -2.8447 7.3346 0.3801
N -1.2084 4.9728 2.8034
O -1.5568 4.3185 3.7974
O -0.0602 4.9819 2.3368
H -4.8866 8.0232 0.4182
H -5.4935 6.6993 2.4255
H -3.8088 5.2719 3.5330
H -0.8742 6.5037 0.5834
H -2.5865 7.9148 -0.5030

=====

Entry 3:
59
Properties=species:S:1:pos:R:3 method="wB97M-V/def2-TZVPD" homo_ev=-9.657 de_lowest_kj_mol=25.0 e_lumo_ev=-3.161 charge=0 mol_weight_g_mol=810.8 homo_lumo_gap_ha=0.2387
Pd -0.6157 0.0658 0.2694
I -3.7851 2.7337 -2.4873
C -3.4836 0.7781 -1.7423
I -1.6172 -0.1910 -2.0914
H -4.2018 0.1320 -2.2348
H -3.6372 0.7738 -0.6691
C -2.0559 2.8261 2.9888
Si -0.4999 2.9834 1.9431
C 1.0121 2.4444 2.8970
C -0.4485 4.8410 1.6445
C -0.6436 2.1695 0.2155
Si 0.6034 2.9083 -1.0675
C -0.1995 4.4841 -1.7121
C 2.2544 3.3615 -0.3041
C 0.9872 1.9507 -2.6391
H -1.9210 3.4973 3.8421
H -2.2823 1.8478 3.4020
H -2.9310 3.1805 2.4385
H 1.2014 3.1496 3.7102
H 1.8997 2.4124 2.2661
H 0.8777 1.4551 3.3309
H -0.4706 5.3285 2.6233
H -1.3332 5.1715 1.0962
H 0.4336 5.1986 1.1187
H -1.6617 2.3719 -0.1418
H -0.2767 5.2843 -0.9794
H -1.1967 4.2836 -2.1050
H 0.4080 4.8521 -2.5441
H 2.1859 3.9079 0.6342
H 2.7734 4.0077 -1.0179
H 2.8722 2.4775 -0.1421
H 0.2012 2.0779 -3.3859
H 1.1886 0.8895 -2.5120
H 1.8943 2.4039 -3.0509
N 3.7547 -2.8285 -2.2049
C 3.3175 -2.2334 -1.3196
N 2.8668 -1.6209 -0.2265
C 2.0478 -0.6862 -0.2277
N 1.3278 0.2567 -0.0767
O -2.4591 -0.0841 1.1727
C -1.8755 -0.2359 2.2888
O -0.6278 -0.0583 2.3465
H -2.4405 -0.5228 3.1781
O -0.5032 -2.0895 0.2927
C -0.0561 -2.6776 -0.7499
O 0.2123 -2.1059 -1.8212
C 0.1774 -4.1576 -0.6301
C 0.8509 -4.8178 -1.6521
C 1.0859 -6.1794 -1.5606
C 0.6288 -6.8501 -0.4409
C -0.0385 -6.2163 0.5923
C -0.2572 -4.8538 0.4923
N 0.8653 -8.3050 -0.3394
O 1.4392 -8.8482 -1.2603
O 0.4673 -8.8716 0.6587
H 1.2011 -4.2508 -2.5030
H 1.6141 -6.7181 -2.3324
H -0.3675 -6.7871 1.4472
H -0.7634 -4.3172 1.2818

=====

Number 1: energy -26272.820 eV. Number 2: energy -84672.960 eV. Number 3: energy -72765.992 eV.